No. 1
Below is a cluster of 2 separate species, C5H9N3S in total in a non-equilibrium geometry, with properties calculated with wB97M-V/def2-TZVPD.

XYZ file:
```
18
Properties=species:S:1:pos:R:3:forces:R:3
C 0.774003 -0.854349 -1.898106 -0.947 -1.364 -1.482
C 0.209764 -0.073754 -0.963631 1.168 -0.183 -1.360
C -1.134332 0.576926 -1.075435 1.255 1.408 -1.522
N 0.959739 0.162529 0.234558 -0.336 0.049 0.703
C 2.062392 0.915762 0.630970 -1.137 -0.123 -2.072
N 2.446813 0.525958 1.775229 1.254 -0.232 1.360
N 1.678302 -0.513967 2.170938 -0.536 -0.396 1.739
C 0.744824 -0.676003 1.299372 3.165 2.770 -1.184
H 0.184624 -1.046264 -2.851501 0.627 0.437 1.326
H 1.663103 -1.556605 -1.876328 -0.815 1.598 0.618
H -1.653306 0.423951 -2.020668 0.290 -0.338 -0.056
H -1.039672 1.661233 -0.959272 0.287 0.103 -0.165
H -1.781021 0.372915 -0.292810 -0.827 -0.879 1.210
H 2.571321 1.669896 0.049112 -0.366 -0.018 -0.132
H 0.023965 -1.358401 1.201988 -2.547 -2.769 0.239
S -2.850650 0.380645 1.719395 -2.814 1.156 0.063
H -3.141650 -0.544480 0.794498 0.194 -0.152 0.247
H -1.718219 -0.065992 2.061692 2.084 -1.067 0.466
```
Forces are in eV/Å.

Properties
Spin multiplicity   1
Frontier orbital gap   10.2 eV
Energy relative to the best compared isomer or geometry (same formula, charge and spin)   166.9 kJ/mol
Strongest force on any atom   0.085 Eh/bohr
SMILES   C=C(C)n1cnnc1.S


No. 2
Below is a structure of composition C3H19O6 in a non-equilibrium geometry, with properties calculated with wB97M-V/def2-TZVPD.

XYZ file:
```
28
Properties=species:S:1:pos:R:3:forces:R:3
O -0.262767 1.121875 0.467856 0.860 9.965 -2.278
H -0.819097 0.812305 1.186366 0.941 0.141 -1.273
H -0.844687 1.282185 -0.278654 0.628 0.133 1.376
H 0.325933 0.391655 0.263406 -0.301 2.871 -0.599
O -0.507417 2.366565 -1.359524 1.217 2.443 -2.469
H 0.274343 2.388135 -0.807594 0.274 0.343 0.338
H -0.207117 2.678305 -2.213254 -0.106 0.355 -0.470
O -1.553437 0.365075 1.842626 -6.146 -3.246 5.849
H -1.847067 -0.495565 2.141466 -0.291 -0.511 -0.191
H -1.192587 0.780775 2.625706 -0.200 -0.019 0.583
O 0.468583 1.577425 2.619236 0.592 0.154 1.196
H 0.598123 0.868045 3.248696 0.569 -0.099 0.579
H -0.246057 2.097205 2.987146 0.237 0.969 0.395
O -1.907287 0.689835 -0.731114 -5.516 -2.536 -2.835
H -1.851317 1.326945 -1.443284 -0.323 0.240 -0.501
H -2.658567 0.141765 -0.957894 -0.493 -0.291 0.123
C 1.379003 -0.874055 -1.866024 0.927 -0.523 -0.094
C 0.551483 -1.225915 -0.625564 0.829 -1.297 -0.734
C 0.692113 -2.709745 -0.183404 -0.356 0.426 -1.285
O 0.988223 -0.348925 0.448216 7.084 -10.041 0.617
H 2.460693 -0.920405 -1.739884 0.239 -0.491 0.701
H 1.315723 0.157345 -2.212874 -0.935 -0.072 -0.107
H 1.209333 -1.616695 -2.645634 -0.388 0.380 -0.249
H -0.461117 -0.919215 -0.887634 -0.048 -0.333 0.592
H -0.035737 -3.098335 0.528866 0.157 0.554 0.355
H 1.717623 -2.941915 0.103876 -0.038 0.105 0.247
H 0.499733 -3.314295 -1.069754 0.094 -0.053 -0.158
H 1.913343 -0.580365 0.558636 0.493 0.434 0.290
```
Forces are in eV/Å.

Properties
Spin multiplicity   1
Charge   +1
Frontier orbital gap   11.4 eV
Energy relative to the best compared isomer or geometry (same formula, charge and spin)   716.6 kJ/mol
Strongest force on any atom   0.239 Eh/bohr


No. 3
Below is a cluster of 2 separate species, C10H18IN2O in total, with properties calculated with wB97M-V/def2-TZVPD.

XYZ file:
```
32
Properties=species:S:1:pos:R:3:forces:R:3
C 0.607997 1.365430 1.284694 -0.248 -0.030 -0.157
C 0.106227 0.287289 2.255889 0.211 0.147 -0.200
C -0.827259 -0.700429 1.554870 0.116 -0.191 0.287
I -0.764373 -2.615595 2.555632 -0.003 0.134 -0.088
C -2.255118 -0.243527 1.464007 -0.069 0.239 -0.026
C -2.644790 1.093812 1.721158 0.756 -0.192 0.095
C -3.948746 1.456816 1.613402 -0.616 0.288 -0.017
C -4.862014 0.485147 1.236859 -0.032 -0.028 0.004
N -4.400420 -0.734789 1.008130 -0.260 0.062 -0.053
N -3.156801 -1.138323 1.106057 0.066 -0.019 -0.118
H 1.393431 0.950162 0.651641 -0.027 0.105 0.062
H -0.177271 1.694982 0.593582 0.053 0.013 0.068
H 0.970114 2.251776 1.805987 0.115 -0.115 0.022
H -0.379219 0.722345 3.134620 -0.029 -0.118 -0.010
H 0.966788 -0.267784 2.629302 -0.082 0.061 0.045
H -0.465157 -0.894164 0.541654 -0.033 -0.085 0.072
H -1.900095 1.827434 1.997623 -0.009 -0.072 0.004
H -4.283537 2.466947 1.807707 0.014 -0.050 -0.015
H -5.923339 0.660121 1.115982 0.062 -0.122 -0.005
H -5.040223 -1.472711 0.728312 0.031 -0.009 0.005
C 3.649168 -1.429587 -1.715066 -0.043 0.030 0.065
C 2.554677 -0.708330 -2.483180 0.088 -0.036 -0.058
C 3.056283 -0.145246 -3.801218 -0.056 0.055 0.012
O 1.972885 0.328843 -1.680503 -0.017 -0.034 0.099
H 4.463732 -0.738965 -1.479875 0.019 -0.011 -0.028
H 3.263937 -1.831070 -0.777229 -0.006 -0.007 -0.009
H 4.062785 -2.251691 -2.299080 0.003 0.001 -0.011
H 1.730321 -1.398105 -2.673851 -0.021 0.004 0.004
H 3.854837 0.580126 -3.622581 0.028 -0.025 -0.005
H 2.252526 0.361050 -4.334964 -0.005 -0.011 0.003
H 3.454305 -0.934541 -4.438933 0.009 -0.007 0.005
H 2.668349 0.972577 -1.500628 -0.017 0.026 -0.053
```
Forces are in eV/Å.

Properties
Spin multiplicity   1
Charge   +1
Frontier orbital gap   7.5 eV
Energy relative to the best compared isomer or geometry (same formula, charge and spin)   0.0 kJ/mol
Strongest force on any atom   0.015 Eh/bohr


No. 4
Below is a structure of composition C33H40FN6O10PSbScSe4 in a non-equilibrium geometry, with properties calculated with wB97M-V/def2-TZVPD.

XYZ file:
```
97
Properties=species:S:1:pos:R:3:forces:R:3
Sc -1.282855 1.340122 0.799829 -1.218 1.497 0.828
O -2.932665 -1.510124 3.974471 -0.015 0.023 0.472
C -2.513480 -0.410379 3.378856 0.371 0.228 0.793
O -2.811523 -0.094748 2.259479 -0.645 0.220 -0.948
C -1.539504 0.384095 4.183977 -0.616 -0.096 -0.216
C -1.034716 -0.026196 5.398259 -0.044 -0.119 0.311
C 0.026510 0.695870 5.932819 0.078 0.132 0.348
C 0.575756 1.718796 5.200041 0.280 0.158 0.244
C 0.019839 2.018632 3.963124 0.223 0.252 -0.201
N -1.037275 1.390773 3.496254 -0.073 0.174 -0.600
C 0.667423 2.856339 2.915770 0.017 -0.067 1.060
O 1.619319 3.723092 3.245073 0.283 0.146 0.091
O 0.364449 2.738161 1.763973 -0.326 0.305 -1.220
H -3.407372 -2.053086 3.338510 -0.171 -0.146 -0.266
H -1.460073 -0.870256 5.912341 -0.054 0.018 0.014
H 0.465987 0.392060 6.872875 -0.015 0.028 -0.038
H 1.465285 2.225919 5.561621 -0.055 -0.085 -0.003
H 1.832290 3.664396 4.182780 -0.024 0.014 0.097
C 0.978660 -4.342535 -3.979313 0.005 0.038 0.114
C 0.372867 -4.106459 -2.597638 0.083 0.342 -0.214
N 0.350695 -2.678337 -2.221416 0.152 -0.230 -0.059
C -0.814434 -2.028417 -2.181417 -0.044 -0.030 -0.104
C -0.950821 -0.730576 -1.791003 0.034 0.333 0.122
C -2.339407 -0.221141 -1.581607 -0.273 0.311 0.247
O -3.217773 -0.493246 -2.388119 -0.154 0.001 0.257
O -2.517069 0.469261 -0.487615 -0.528 -0.409 -1.163
C 0.184650 0.042774 -1.437030 -0.222 0.192 0.039
O 0.101312 1.243784 -1.005581 -0.038 -0.380 -0.465
C 1.453372 -0.642313 -1.559586 0.090 0.292 0.067
C 2.637575 0.017814 -1.205598 -0.209 0.184 0.017
C 3.804514 -0.661817 -1.110721 0.275 -0.085 0.107
F 4.921696 0.014399 -0.783515 0.058 -0.015 0.072
C 3.864869 -2.052796 -1.311257 0.483 -0.139 -0.026
C 2.725280 -2.681042 -1.737776 -0.171 -0.398 0.097
C 1.508859 -2.005154 -1.857878 -0.159 -0.131 -0.121
N 5.022933 -2.868587 -1.099482 -0.131 -0.051 0.225
C 4.887122 -3.953583 -0.091425 -0.205 0.249 -0.285
C 5.761072 -5.142364 -0.565611 -0.294 0.252 0.170
N 6.648329 -4.602908 -1.654478 -0.014 0.187 0.449
C 7.391885 -3.393182 -1.158316 -0.280 0.178 0.095
C 6.343620 -2.254866 -0.954774 -0.231 -0.304 -0.078
H 0.995299 -5.414926 -4.197184 -0.012 0.139 0.033
H 1.998624 -3.959122 -4.041505 -0.040 -0.039 -0.015
H 0.384874 -3.843040 -4.746517 0.019 -0.031 0.008
H 0.885464 -4.644706 -1.810028 0.099 -0.130 0.215
H -0.657643 -4.443569 -2.597242 -0.114 -0.010 0.112
H -1.697681 -2.592488 -2.449298 0.008 -0.030 0.000
H 2.601979 1.063151 -0.933380 0.001 -0.010 0.005
H 2.757467 -3.754529 -1.862319 -0.003 0.072 -0.069
H 3.836796 -4.245994 0.036183 0.138 0.056 -0.018
H 5.197995 -3.595584 0.889002 0.065 0.111 0.151
H 5.168525 -5.960978 -0.973700 0.067 0.058 -0.118
H 6.387309 -5.522884 0.236947 0.098 -0.032 -0.052
H 5.990380 -4.236463 -2.349851 -0.041 -0.015 -0.182
H 7.258782 -5.307188 -2.051366 0.082 -0.089 -0.042
H 8.144566 -3.126925 -1.892767 0.052 -0.008 -0.078
H 7.882775 -3.660723 -0.226267 -0.013 -0.115 -0.005
H 6.478982 -1.484566 -1.707304 0.003 0.012 -0.037
H 6.465073 -1.810638 0.033052 0.096 0.069 0.077
Se 0.656410 -2.368003 4.840613 0.037 -0.191 -0.243
Sb 1.471206 -2.084786 2.558321 0.943 -0.916 0.720
Se 0.056479 -0.351888 1.440725 2.520 -3.358 0.712
Se 3.791344 -1.305400 2.607458 0.010 0.202 -0.363
Se 1.341842 -4.228742 1.364753 -0.185 0.129 -0.439
O -7.348779 -1.083225 -1.178941 0.048 0.487 -0.197
C -6.753122 0.027947 -1.851685 -0.035 -0.208 0.468
N -5.940677 0.843981 -0.982238 -0.087 -0.035 -0.024
C -6.297008 2.103969 -0.620380 -0.263 0.136 0.000
O -7.296333 2.685082 -1.023912 0.344 -0.280 0.125
C -5.365248 2.784764 0.345023 -0.059 -0.213 0.070
C -5.284094 4.164831 0.307429 -0.069 0.158 -0.178
C -4.478253 4.815745 1.219304 0.060 0.131 -0.024
C -3.743803 4.051755 2.106389 0.115 -0.302 0.283
N -3.811861 2.718474 2.182322 -0.407 0.131 -0.381
C -4.648712 2.106428 1.329737 0.150 0.329 0.094
H -6.650206 -1.623952 -0.803729 0.150 -0.080 -0.016
H -7.569310 0.637685 -2.207774 -0.169 0.098 -0.099
H -6.134958 -0.304986 -2.676007 0.156 -0.169 -0.194
H -4.983432 0.553971 -0.835900 0.163 0.018 0.010
H -5.862140 4.702238 -0.435636 -0.036 -0.019 0.074
H -4.410624 5.896253 1.241638 0.027 -0.028 -0.013
H -3.073220 4.528044 2.815234 0.027 -0.015 -0.036
H -4.767168 1.039294 1.466395 0.148 -0.045 -0.118
C -1.638034 5.682178 -1.037246 -0.146 0.099 0.032
P -0.989582 4.010299 -1.028473 -0.419 0.128 0.273
C 0.774986 4.231729 -0.902415 0.163 -0.048 0.017
C -1.356492 3.366157 -2.653223 -0.097 -0.062 -0.166
O -1.645859 3.223640 0.101472 0.192 1.028 -0.899
H -1.095631 6.300589 -1.757397 -0.064 -0.067 0.068
H -1.529942 6.105408 -0.038082 -0.012 0.026 -0.023
H -2.696683 5.657939 -1.299990 0.022 0.036 0.035
H 1.118103 4.761407 -1.796039 -0.008 -0.026 0.089
H 1.261731 3.264186 -0.827385 0.024 -0.049 -0.003
H 1.000738 4.813709 -0.010585 0.031 0.019 0.008
H -1.196165 4.144430 -3.404064 -0.035 -0.060 0.059
H -2.400604 3.046439 -2.667911 0.023 0.018 -0.034
H -0.721649 2.511425 -2.863172 0.010 -0.077 0.000
```
Forces are in eV/Å.

Properties
Spin multiplicity   1
Frontier orbital gap   4.8 eV
Energy relative to the best compared isomer or geometry (same formula, charge and spin)   340.1 kJ/mol
Strongest force on any atom   0.083 Eh/bohr


No. 5
Below is a cluster of 2 separate species, C5H13NO in total in a non-equilibrium geometry, with properties calculated with wB97M-V/def2-TZVPD.

XYZ file:
```
20
Properties=species:S:1:pos:R:3:forces:R:3
C 2.570653 -0.497381 -0.393631 -0.947 2.444 0.036
C 1.157153 -1.076136 -0.114905 1.616 -1.485 0.504
C 0.158294 -0.220279 -0.699436 -1.702 3.269 -1.933
C -0.394063 0.924143 -0.171763 0.313 -1.223 -2.167
C -0.993403 1.985416 -1.099705 1.489 2.777 1.542
N -0.607987 1.092666 1.171166 -0.611 1.720 0.144
H 2.806152 0.066251 -1.330707 -0.778 -1.238 0.086
H 3.292646 -1.188144 -0.173332 1.992 -1.996 0.087
H 2.821116 0.320598 0.293324 -0.541 -0.057 0.444
H 1.101544 -2.149463 -0.371011 0.022 0.439 -0.971
H 1.058608 -1.275299 0.945597 -0.091 0.805 0.698
H 0.117863 -0.144111 -1.818567 0.246 -0.558 1.040
H -0.459803 3.082347 -1.013076 -0.828 -2.502 0.608
H -2.006922 2.215988 -0.705615 0.223 -0.323 -1.211
H -0.742032 1.872400 -2.160024 -1.055 -0.788 0.232
H -0.581951 2.052190 1.510394 -0.109 -0.326 -0.179
H -0.053701 0.512542 1.729110 0.884 -0.982 1.053
O -1.878521 -2.039654 1.082690 2.001 1.627 -3.020
H -1.532769 -2.294835 0.155126 -1.062 -0.227 2.057
H -1.528477 -1.096469 0.955739 -1.061 -1.374 0.949
```
Forces are in eV/Å.

Properties
Spin multiplicity   1
Frontier orbital gap   9.0 eV
Energy relative to the best compared isomer or geometry (same formula, charge and spin)   218.3 kJ/mol
Strongest force on any atom   0.081 Eh/bohr
SMILES   CC/C=C(/C)N.O


No. 6
Below is the ion C18H30NO4 with charge -1 in a non-equilibrium geometry, with properties calculated with wB97M-V/def2-TZVPD.

XYZ file:
```
53
Properties=species:S:1:pos:R:3:forces:R:3
C -4.438496 1.518215 1.038719 4.981 0.608 -4.295
C -3.546711 1.538203 0.057527 -2.829 -0.249 4.165
N -2.514364 1.490774 -0.981612 -0.998 -0.497 2.415
C -1.266174 2.222463 -0.595896 -0.705 1.159 2.104
C -0.733625 1.732343 0.877922 1.151 1.566 -1.209
C 0.767901 2.387580 1.034882 -0.947 -1.425 -0.071
C 1.568923 1.442113 2.088566 0.725 1.784 0.381
C 3.042177 0.998123 1.602417 0.128 -0.715 0.799
C 3.077928 -0.254530 0.584417 -0.580 0.498 0.233
C 2.226581 -0.060754 -0.771779 0.666 -0.503 -0.383
C 2.871673 0.951056 -1.849510 -1.114 -0.545 -1.228
C 1.845894 0.950573 -3.138942 -0.298 -0.277 0.131
C -2.250439 0.101201 -1.483906 -0.384 -1.434 -0.794
C -2.599617 -1.083154 -0.445511 -0.037 -1.209 -0.791
C -1.761411 -2.448092 -0.822896 0.088 0.664 -0.177
C -0.475102 -2.657592 0.147172 -0.473 -0.528 0.221
C -0.882172 -2.958106 1.698945 0.051 0.655 -1.716
O 0.294531 -3.584391 2.320514 0.427 3.448 1.788
C 1.031745 -2.636094 3.099108 3.656 -3.285 2.214
O 2.034248 -3.060325 3.776198 -4.588 2.041 -3.192
C -3.107452 -0.045923 -2.879498 -1.388 2.563 -4.733
O -3.817997 -1.075850 -3.180223 2.457 2.447 1.935
O -3.009422 1.079465 -3.749650 0.189 -5.000 4.500
H -4.949506 1.602142 2.071667 1.080 -0.289 -2.655
H -0.439464 2.206031 -1.394016 -1.554 -0.496 1.049
H -1.558187 3.344060 -0.452388 0.531 -1.869 -0.396
H -1.381075 2.194364 1.709040 0.742 -1.013 -1.367
H -0.718501 0.585524 0.951312 0.062 1.747 -0.137
H 0.635676 3.475323 1.381257 0.419 -1.676 -0.372
H 1.271034 2.406828 -0.013549 -0.711 -0.082 1.926
H 0.895745 0.571378 2.427433 1.214 1.141 -0.744
H 1.729261 2.102032 3.040534 -0.255 -1.296 -1.511
H 3.608966 0.650012 2.564140 -0.884 0.577 -1.687
H 3.653274 1.893336 1.199025 -1.224 -1.309 0.496
H 4.192631 -0.454747 0.338607 -1.896 0.094 0.287
H 2.624455 -1.164358 1.149988 0.960 1.414 -0.937
H 1.111695 0.216906 -0.601531 1.946 -0.330 -0.026
H 2.197384 -1.108690 -1.289497 0.022 1.828 0.814
H 2.981768 2.037918 -1.495306 0.019 -1.756 -0.255
H 3.871196 0.544775 -2.262290 -1.403 0.738 1.088
H 2.374756 0.654055 -4.116627 -0.741 0.526 1.517
H 0.996520 0.169381 -2.968819 1.497 1.403 -0.331
H 1.332106 1.964746 -3.303007 0.812 -1.503 0.272
H -1.138604 -0.052282 -1.807416 -1.834 0.810 0.705
H -2.345556 -0.862046 0.652729 -0.635 0.093 -1.667
H -3.724851 -1.335312 -0.588287 1.945 0.588 0.477
H -2.487336 -3.360974 -0.777473 1.482 1.530 0.017
H -1.387159 -2.359798 -1.924228 -0.736 -0.254 1.936
H 0.148850 -3.555701 -0.246679 -1.066 1.407 0.834
H 0.239569 -1.757126 0.174299 -1.164 -1.139 -0.269
H -1.768895 -3.687769 1.727344 1.438 1.115 0.255
H -1.101558 -1.959324 2.252723 0.011 -1.847 -0.952
H 0.777185 -1.507983 3.174050 -0.257 -1.916 -0.665
```
Forces are in eV/Å.

Properties
Spin multiplicity   1
Charge   -1
Frontier orbital gap   6.8 eV
Strongest force on any atom   0.131 Eh/bohr
SMILES   C#CN(CCCCCCCCC)[C@@H](CCCCOC=O)C(=O)[O-]